{
  "formula": "C18H22Br2Cl2N10STi",
  "method": "the ωB97M-V functional and the def2-TZVPD basis",
  "multiplicity": 1,
  "charge": 4,
  "total_energy_ha": -8561.4489,
  "de_lowest_ev": 0.674,
  "species": ["Ti", "C", "C", "N", "N", "C", "N", "S", "C", "C", "C", "C", "C", "N", "H", "H", "H", "H", "H", "H", "H", "H", "H", "H", "N", "C", "N", "C", "N", "N", "C", "N", "C", "C", "C", "C", "C", "N", "H", "H", "H", "H", "H", "H", "H", "H", "Br", "C", "Br", "H", "H", "Cl", "C", "Cl", "H", "H"],
  "coordinates": [[-0.335675, 0.953461, 0.946350], [-0.036983, -2.671636, 3.476023], [0.152198, -1.390040, 2.742403], [-0.651813, -0.973194, 1.810285], [-1.722785, -1.780294, 1.481486], [-2.220715, -1.640410, 0.239790], [-3.120247, -2.483236, -0.188948], [-1.687178, -0.318502, -0.707931], [1.306885, -0.508060, 2.968810], [2.280350, -0.783682, 3.889560], [3.408375, 0.045265, 3.965325], [3.514056, 1.106716, 3.092818], [2.480474, 1.339971, 2.197866], [1.381470, 0.572303, 2.133092], [-0.307374, -3.488442, 2.800715], [0.862545, -2.987251, 3.993217], [-0.829973, -2.562369, 4.227181], [-1.862787, -2.631461, 2.007185], [-3.453725, -3.271283, 0.353643], [-3.509100, -2.384434, -1.118750], [2.198483, -1.632003, 4.554281], [4.189655, -0.160941, 4.689296], [4.378070, 1.760259, 3.097826], [2.538524, 2.173825, 1.518294], [-3.615744, 2.133077, 1.181933], [-2.835564, 2.791212, 0.316896], [-3.338014, 3.844837, -0.259519], [-2.592738, 4.479007, -1.174073], [-3.057622, 5.554767, -1.746141], [-1.353131, 4.026323, -1.579244], [-0.892814, 3.026594, -0.934900], [-1.516800, 2.358582, 0.113629], [0.420395, 2.476061, -1.346453], [1.080227, 2.919223, -2.459320], [2.289099, 2.313367, -2.806820], [2.782925, 1.276054, -2.025720], [2.073578, 0.867079, -0.922091], [0.904078, 1.458047, -0.570584], [-4.571225, 2.462963, 1.246964], [-3.456629, 1.169994, 1.410176], [-3.970090, 5.913821, -1.496550], [-2.521061, 6.032730, -2.456325], [0.650999, 3.723214, -3.040167], [2.829680, 2.643611, -3.686925], [3.710215, 0.777448, -2.274444], [2.413295, 0.043935, -0.313850], [1.227308, -2.588612, -0.261988], [1.521666, -3.032991, -2.142985], [0.898237, -1.662205, -3.329942], [0.973315, -3.940355, -2.347080], [2.584413, -3.161399, -2.281124], [0.203580, 3.569863, 2.242041], [-0.871083, 3.141625, 3.587948], [-1.391263, 1.426684, 3.337765], [-1.746297, 3.776547, 3.579508], [-0.330994, 3.194428, 4.522852]],
  "forces_ev_per_angstrom": [[-1.0, -1.0, -0.5], [0.0, 0.0, 0.0], [0.1, -0.1, 0.0], [0.0, -0.2, 0.4], [0.1, 0.3, -0.1], [0.1, -0.2, 0.0], [-0.1, -0.1, -0.2], [0.2, 0.4, 0.6], [-0.2, 0.0, -0.3], [0.3, 0.0, 0.3], [0.0, -0.1, 0.1], [0.1, 0.0, 0.1], [-0.2, -0.1, 0.0], [0.4, -0.1, 0.1], [0.0, 0.0, 0.0], [0.0, 0.0, 0.0], [0.0, 0.0, 0.0], [0.0, -0.1, 0.1], [0.0, 0.0, 0.0], [0.0, 0.0, 0.0], [0.0, 0.0, 0.0], [-0.1, 0.0, 0.0], [0.0, 0.0, 0.0], [0.0, 0.1, -0.1], [0.0, 0.0, -0.1], [0.2, -0.2, 0.1], [0.1, 0.1, -0.1], [-0.1, 0.2, -0.1], [0.1, 0.0, 0.0], [-0.2, 0.1, 0.0], [0.2, -0.1, 0.2], [-0.2, 0.5, -0.4], [-0.1, -0.3, 0.3], [0.3, 0.1, -0.2], [0.0, 0.0, 0.0], [0.1, 0.1, -0.2], [-0.3, 0.1, 0.1], [0.1, 0.2, -0.3], [0.0, 0.0, 0.0], [0.0, -0.1, 0.0], [0.0, 0.0, 0.0], [0.0, 0.0, 0.0], [0.0, 0.0, 0.0], [0.0, 0.0, 0.0], [0.0, 0.0, 0.0], [0.0, 0.0, 0.1], [0.1, -0.1, 0.0], [-0.1, 0.1, -0.2], [0.0, 0.0, 0.1], [0.0, -0.1, 0.1], [0.1, 0.0, 0.1], [0.1, 0.3, 0.3], [0.1, 0.0, -0.2], [0.0, 0.2, 0.0], [-0.2, 0.0, -0.1], [0.1, -0.1, 0.1]],
  "mulliken_charge": [-0.65, -1.86, 0.48, 1.56, -0.97, 0.53, -0.34, -0.21, 0.80, -0.89, -0.79, -1.15, -0.09, 0.72, 0.46, 0.45, 0.41, 0.26, 0.23, 0.27, 0.48, 0.51, 0.51, 0.57, -0.17, 0.20, -0.58, 0.29, -0.23, -0.59, -0.43, 0.69, 1.07, -0.60, -0.64, -1.09, -0.21, 0.88, 0.32, 0.10, 0.29, 0.28, 0.66, 0.52, 0.50, 0.67, -0.04, -0.59, -0.06, 0.41, 0.42, 0.06, -0.37, 0.07, 0.44, 0.45]
}

{
  "formula": "C18H22Br2NO5W",
  "method": "the ωB97M-V functional and the def2-TZVPD basis",
  "multiplicity": 1,
  "charge": 3,
  "total_energy_ha": -6344.0293,
  "de_lowest_ev": 0.000,
  "species": ["W", "C", "C", "O", "C", "C", "O", "C", "C", "O", "C", "C", "O", "H", "H", "H", "H", "H", "H", "H", "H", "H", "H", "H", "H", "H", "H", "H", "H", "C", "C", "C", "C", "C", "C", "Br", "C", "C", "Br", "C", "O", "C", "N", "H", "H", "H", "H", "H", "H"],
  "coordinates": [[-0.179009, 1.179764, 0.335288], [-1.262631, 0.386354, 3.033238], [-0.315770, -0.735862, 2.672251], [-0.272108, -0.830806, 1.211695], [0.773458, -1.667144, 0.720593], [1.784856, -0.489294, -1.376600], [1.423021, 0.800435, -0.862981], [2.376391, 1.921924, -0.925426], [2.458663, 2.529124, 0.461638], [1.093937, 2.718895, 0.956827], [1.004564, 3.034699, 2.385056], [-0.434465, 2.813445, 2.810657], [-0.905096, 1.550253, 2.225978], [-1.182223, 0.623082, 4.093316], [-2.298028, 0.155160, 2.792120], [-0.670482, -1.684150, 3.079161], [0.689477, -0.519418, 3.029094], [0.543639, -2.695987, 1.013680], [2.419251, -1.925261, 1.742774], [1.769418, -0.454834, -2.467960], [2.781744, -0.739970, -1.022683], [1.989620, 2.618129, -1.667654], [3.358374, 1.563879, -1.233755], [2.962803, 3.494740, 0.412187], [2.975688, 1.865355, 1.156355], [1.294374, 4.072523, 2.550006], [1.689312, 2.364702, 2.907666], [-1.101269, 3.582197, 2.426990], [-0.510436, 2.775110, 3.896506], [-3.217499, 1.343422, -1.204080], [-2.475538, 0.124130, -1.627961], [-3.087420, -0.723639, -2.556505], [-2.467297, -1.879814, -2.924945], [-1.208672, -2.194632, -2.375623], [-0.522180, -3.394763, -2.748909], [-1.248417, -4.596103, -3.913200], [0.747635, -3.713991, -2.232661], [1.364078, -2.878621, -1.364840], [3.044628, -3.409863, -0.778797], [0.773100, -1.566705, -0.870018], [1.988739, -1.239876, 1.214278], [-0.626139, -1.309344, -1.453522], [-1.264135, -0.170897, -1.091328], [-3.861399, 1.679777, -2.015078], [-2.569285, 2.165311, -0.904044], [-3.870681, 1.090530, -0.362626], [-4.049733, -0.451599, -2.966754], [-2.932847, -2.547141, -3.636898], [1.225988, -4.633226, -2.542506]],
  "forces_ev_per_angstrom": [[-0.3, -0.1, -0.4], [0.0, 0.0, 0.0], [0.0, 0.0, 0.0], [0.0, 0.0, 0.0], [0.0, -0.1, -0.1], [0.0, 0.0, 0.0], [0.0, 0.0, 0.1], [0.0, 0.0, 0.0], [0.0, 0.0, 0.0], [0.1, 0.0, 0.0], [0.0, 0.0, 0.0], [0.0, 0.0, 0.0], [0.0, 0.0, -0.1], [0.0, 0.0, 0.0], [0.0, 0.0, 0.0], [0.0, 0.0, 0.0], [0.0, 0.0, 0.0], [0.0, 0.0, 0.0], [0.0, 0.0, 0.0], [0.0, 0.0, 0.0], [0.0, 0.0, 0.0], [0.0, 0.0, 0.0], [0.0, 0.0, 0.0], [0.0, 0.0, 0.0], [0.0, 0.0, 0.0], [0.0, 0.0, 0.0], [0.0, 0.0, 0.0], [0.0, 0.0, 0.0], [0.0, 0.0, 0.0], [0.0, 0.0, 0.0], [-0.1, 0.0, 0.0], [0.0, 0.0, 0.0], [0.0, 0.0, 0.0], [0.0, 0.0, 0.0], [0.0, 0.0, 0.0], [0.0, 0.0, 0.0], [0.0, 0.0, 0.0], [0.0, 0.0, 0.0], [0.0, 0.0, 0.0], [0.0, 0.0, 0.0], [0.0, 0.0, 0.0], [0.0, 0.1, 0.1], [0.1, 0.1, 0.1], [0.0, 0.0, 0.0], [0.1, -0.1, 0.0], [0.0, 0.0, 0.0], [0.0, 0.0, 0.0], [0.0, 0.0, 0.0], [0.0, 0.0, 0.0]],
  "mulliken_charge": [1.29, -0.53, -0.63, -0.40, -0.90, -1.53, -0.17, -0.42, -0.72, -0.47, -0.63, -0.44, -0.47, 0.53, 0.37, 0.39, 0.34, 1.00, 0.46, 0.45, 0.74, 0.36, 0.47, 0.49, 0.36, 0.49, 0.32, 0.33, 0.46, -1.59, 0.82, -1.00, -1.28, 1.61, 0.10, 0.06, -0.57, -0.89, 0.09, 2.28, -0.55, -0.20, -0.09, 0.52, 0.33, 0.31, 0.53, 0.42, 0.56]
}